# 1
Density functional theory data (ωB97M-V/def2-TZVPD) for an isolated molecule of C5H3ClOS in a non-equilibrium geometry.

Structure (XYZ):
```
11
Properties=species:S:1:pos:R:3:mulliken_charge:R:1
C -0.925 -0.333 0.019 0.05
C -0.124 -1.410 0.125 -0.09
C 1.441 0.412 -0.017 0.20
C 2.456 1.331 0.302 -0.57
C -0.051 0.885 -0.130 0.44
H -0.273 -2.588 0.508 0.26
H 3.562 0.967 0.574 0.24
H 2.099 2.377 0.088 0.27
O -0.449 1.994 -0.193 -0.51
S 1.624 -1.259 -0.157 -0.13
Cl -2.622 -0.110 0.064 -0.15
```

Output
- LUMO energy: -0.5326 eV
- Energy above the lowest of the compared OMol25 structures with the same formula, charge and spin: 140.0 kJ/mol
- Gap between HOMO and LUMO: 8.23 eV
- SMILES: C=C1SC=C(Cl)C1=O
- Total energy: -1125.8632 hartree

# 2
Density functional theory data (ωB97M-V/def2-TZVPD) for a structure of composition C14H26CuF3NO9 in a non-equilibrium geometry.

Structure (XYZ):
```
54
Properties=species:S:1:pos:R:3:mulliken_charge:R:1
Cu 6.461 -27.645 -13.784 0.91
C 4.838 -28.716 -19.897 -0.88
C 6.086 -28.406 -19.181 0.52
O 5.982 -28.456 -17.927 -0.71
O 6.994 -27.840 -19.792 -0.70
H 4.082 -27.951 -20.076 0.21
H 4.290 -29.599 -19.567 0.29
H 5.182 -29.115 -20.851 0.28
C 5.825 -21.354 -16.408 -0.78
C 6.717 -22.577 -16.269 0.53
O 6.387 -23.545 -15.583 -0.69
O 7.786 -22.674 -16.924 -0.74
H 6.331 -20.405 -16.590 0.28
H 5.142 -21.273 -15.562 0.23
H 5.274 -21.494 -17.338 0.17
C 12.084 -26.590 -11.901 -0.85
C 11.730 -26.637 -13.467 0.51
O 12.449 -26.093 -14.339 -0.70
O 10.668 -27.227 -13.854 -0.68
H 13.131 -26.789 -11.671 0.26
H 11.559 -27.321 -11.287 0.28
H 11.750 -25.664 -11.434 0.21
C 7.106 -33.101 -13.598 0.03
O 7.167 -33.037 -15.043 -0.23
O 6.849 -31.776 -13.058 -0.28
C 6.186 -34.321 -13.029 0.74
F 4.889 -34.350 -13.497 -0.25
F 6.876 -35.466 -13.192 -0.23
F 6.066 -34.183 -11.723 -0.26
C 7.528 -34.146 -15.779 -0.05
C 7.612 -33.771 -17.227 -1.24
H 7.258 -34.549 -17.904 0.31
H 6.995 -32.884 -17.370 0.33
H 8.536 -33.508 -17.742 0.32
H 6.905 -35.039 -15.719 0.30
H 8.582 -34.404 -15.684 0.21
H 8.116 -33.339 -13.264 0.30
C 3.005 -24.725 -11.701 -1.41
C 3.465 -25.966 -10.906 0.19
C 2.620 -27.140 -11.431 -0.86
O 2.898 -27.474 -12.812 -0.21
C 1.920 -28.306 -13.375 -0.85
N 4.884 -26.263 -11.115 -0.49
H 1.937 -24.617 -11.511 0.37
H 3.143 -24.767 -12.782 0.35
H 3.411 -23.757 -11.406 0.39
H 3.241 -25.709 -9.871 0.27
H 1.581 -26.953 -11.162 0.44
H 2.775 -28.042 -10.839 0.42
H 1.983 -28.435 -14.455 0.28
H 0.924 -27.875 -13.272 0.31
H 2.006 -29.268 -12.868 0.32
H 5.271 -25.392 -10.781 0.28
H 5.110 -26.887 -10.353 0.22
```

Output
- Total charge: -2
- LUMO energy (alpha / beta): 1.8182 / 0.4325 eV
- Energy above the lowest of the compared OMol25 structures with the same formula, charge and spin: 988.0 kJ/mol
- Multiplicity: 2
- Gap between HOMO and LUMO (alpha / beta): 2.95 / 1.56 eV
- Expectation value of S²: 0.754
- Total energy: -3220.7396 hartree